[1]
The following is a DFT calculation (wB97M-V/def2-TZVPD) of a 5-piece molecular cluster, C30H68F3N4O4S overall in a non-equilibrium geometry.

The geometry in XYZ format:
```
110
Properties=species:S:1:pos:R:3:lowdin_charge:R:1
C -0.733 0.030 -3.070 -0.64
F -0.432 1.170 -3.602 0.15
F -1.919 -0.332 -3.662 0.10
F 0.251 -0.744 -3.416 0.16
S -0.903 0.259 -1.079 0.49
O -1.507 1.592 -0.796 -0.35
O -1.708 -0.854 -0.695 -0.34
O 0.451 0.049 -0.610 -0.35
C -6.087 2.088 0.541 0.04
N -5.218 0.824 0.123 -0.29
C -4.465 1.295 -1.099 -0.02
C -4.130 0.835 1.232 0.02
C -6.005 -0.480 0.039 -0.07
C -5.361 -1.675 -0.740 -0.14
O -4.820 -2.365 0.390 -0.08
H -6.722 2.404 -0.287 0.11
H -5.515 2.966 0.841 0.10
H -6.631 1.726 1.413 0.10
H -3.895 2.185 -0.829 0.09
H -5.046 1.514 -1.994 0.12
H -3.780 0.489 -1.360 0.06
H -3.558 1.763 1.266 0.10
H -3.497 0.017 0.886 0.08
H -4.658 0.524 2.134 0.11
H -6.928 -0.235 -0.485 0.13
H -6.371 -0.629 1.055 0.14
H -4.644 -1.284 -1.462 0.11
H -6.043 -2.310 -1.305 0.14
H -5.303 -3.194 0.372 0.10
C 1.518 4.151 -3.093 -0.06
C 1.423 3.592 -1.589 -0.19
C 1.285 4.727 -0.515 -0.09
N 0.853 4.189 0.850 -0.22
C 1.370 2.824 1.301 0.03
C -0.748 4.193 0.881 -0.06
C -1.135 5.435 1.731 -0.16
C -0.116 5.434 2.863 -0.13
C 1.156 5.230 1.995 -0.08
H 0.748 4.905 -3.254 0.08
H 1.829 3.486 -3.899 0.07
H 2.417 4.768 -3.108 0.07
H 2.265 2.901 -1.562 0.09
H 0.534 2.961 -1.598 0.07
H 0.728 5.622 -0.792 0.14
H 2.306 5.057 -0.320 0.13
H 1.057 2.628 2.327 0.12
H 2.446 2.885 1.136 0.11
H 1.141 2.109 0.510 0.06
H -1.099 3.311 1.417 0.11
H -1.058 4.103 -0.160 0.11
H -2.065 5.219 2.256 0.11
H -1.344 6.370 1.211 0.13
H -0.270 4.610 3.561 0.12
H -0.124 6.321 3.496 0.13
H 2.010 4.797 2.517 0.12
H 1.436 6.172 1.524 0.13
C 0.542 -1.540 5.031 -0.10
C -0.558 -2.308 4.285 -0.22
C 0.004 -2.819 2.946 -0.13
N -0.933 -3.854 2.288 -0.22
C -2.296 -3.307 1.711 0.05
C -0.061 -4.390 1.158 -0.11
C -0.893 -5.644 0.892 -0.17
C -1.393 -6.201 2.246 -0.11
C -1.088 -5.063 3.272 -0.05
H 0.252 -1.179 6.017 0.08
H 0.739 -0.576 4.563 0.07
H 1.476 -2.078 5.199 0.09
H -1.426 -1.676 4.099 0.11
H -0.796 -3.037 5.060 0.11
H 1.014 -3.225 2.985 0.13
H -0.006 -1.931 2.314 0.13
H -2.671 -2.604 2.455 0.09
H -3.043 -4.100 1.735 0.10
H -2.363 -2.753 0.775 0.08
H 0.021 -3.643 0.368 0.13
H 0.892 -4.681 1.598 0.13
H -1.656 -5.511 0.124 0.12
H -0.261 -6.375 0.389 0.12
H -2.452 -6.418 2.103 0.12
H -0.758 -7.073 2.404 0.12
H -1.938 -4.860 3.923 0.13
H -0.186 -5.239 3.858 0.14
C 2.438 -2.537 -0.288 -0.11
C 3.764 -1.804 -0.566 -0.18
C 3.937 -1.754 -2.135 -0.07
N 4.984 -0.665 -2.608 -0.24
C 6.163 -0.661 -1.713 -0.01
C 4.298 0.708 -2.765 -0.08
C 3.813 0.802 -4.179 -0.14
C 4.446 -0.346 -5.017 -0.11
C 5.430 -1.004 -4.049 -0.09
H 2.132 -2.345 0.740 0.07
H 2.301 -3.553 -0.659 0.09
H 1.695 -2.028 -0.902 0.05
H 4.552 -2.427 -0.143 0.12
H 3.525 -0.776 -0.290 0.11
H 2.987 -1.506 -2.609 0.12
H 4.192 -2.714 -2.586 0.13
H 6.540 -1.670 -1.545 0.12
H 6.030 -0.079 -0.801 0.11
H 6.994 -0.119 -2.164 0.11
H 5.071 1.454 -2.580 0.14
H 3.691 0.771 -1.862 0.12
H 4.165 1.742 -4.604 0.12
H 2.758 0.822 -4.452 0.11
H 4.955 -0.046 -5.933 0.13
H 3.639 -1.023 -5.299 0.12
H 6.450 -0.697 -4.280 0.14
H 5.508 -2.090 -3.994 0.13
```

Values from the calculation:
Energy relative to the best compared isomer or geometry (same formula, charge and spin): 0.463 eV
Multiplicity: 1
Orbital gap: 10.5 eV
Net charge: +3


[2]
The following is a DFT calculation (wB97M-V/def2-TZVPD) of a 2-piece molecular cluster, C3H4FI overall in a non-equilibrium geometry.

The geometry in XYZ format:
```
9
Properties=species:S:1:pos:R:3:nbo_charge:R:1
C -0.926 2.392 -0.239 0.24
C -1.345 0.098 0.222 -0.13
C -0.255 -0.829 -0.066 -0.82
F -2.022 3.016 0.143 -0.35
I -3.293 -0.497 -0.007 0.23
H -0.135 2.627 0.496 0.08
H 0.377 -0.373 -0.832 0.28
H -0.540 -1.836 -0.372 0.21
H 0.365 -0.881 0.833 0.26
```

Values from the calculation:
Energy relative to the best compared isomer or geometry (same formula, charge and spin): 5.522 eV
Multiplicity: 1
Orbital gap (alpha / beta): 7.6 / 6.9 eV
Net charge: 0


[3]
The following is a DFT calculation (wB97M-V/def2-TZVPD) of C50H37AuCl2N5O5S4 as an isolated structure.

The geometry in XYZ format:
```
104
Properties=species:S:1:pos:R:3:lowdin_spin:R:1
Au 0.631 -2.419 0.813 0.57
N 1.553 -0.730 1.550 0.06
S 1.733 0.667 1.176 0.02
N 0.554 1.745 1.589 0.00
S -0.596 2.242 0.682 0.00
N -1.392 1.334 -0.265 0.00
S -1.883 -0.223 0.078 0.03
N -0.927 -1.297 -0.158 0.13
C -3.279 -0.295 -1.015 0.01
C -3.549 0.686 -1.961 0.00
C -4.628 0.505 -2.813 0.00
C -5.419 -0.633 -2.706 0.00
C -5.129 -1.606 -1.760 0.00
C -4.044 -1.447 -0.912 0.00
C -2.629 -0.103 1.695 0.00
C -3.877 0.487 1.859 0.00
C -4.421 0.554 3.129 0.00
C -3.719 0.042 4.214 0.00
C -2.470 -0.533 4.037 0.00
C -1.915 -0.612 2.767 0.00
C -1.646 3.075 1.845 0.00
C -1.396 3.023 3.204 0.00
C -2.275 3.674 4.059 0.00
C -3.369 4.357 3.549 0.00
C -3.604 4.393 2.179 0.00
C -2.739 3.748 1.314 0.00
C -0.062 3.549 -0.392 0.00
C -0.198 3.441 -1.764 0.00
C 0.278 4.475 -2.558 0.00
C 0.871 5.586 -1.978 0.00
C 0.996 5.678 -0.595 0.00
C 0.527 4.655 0.209 0.00
C 2.129 1.047 -0.531 0.00
C 1.546 0.258 -1.510 0.00
C 1.838 0.515 -2.842 0.00
C 2.709 1.539 -3.181 0.00
C 3.286 2.324 -2.190 0.00
C 2.996 2.085 -0.856 0.00
C 3.086 1.373 2.084 0.01
C 4.173 0.529 2.271 0.00
C 5.280 1.003 2.956 0.00
C 5.289 2.301 3.450 0.00
C 4.193 3.131 3.262 0.00
C 3.080 2.670 2.573 0.00
H -2.936 1.571 -2.026 0.00
H -4.851 1.256 -3.558 0.00
H -6.266 -0.761 -3.366 0.00
H -5.725 -2.504 -1.681 0.00
H -3.806 -2.226 -0.199 0.00
H -4.425 0.861 1.003 0.00
H -5.399 0.994 3.272 0.00
H -4.156 0.086 5.203 0.00
H -1.931 -0.939 4.882 0.00
H -0.941 -1.060 2.617 0.00
H -0.541 2.480 3.579 0.00
H -2.103 3.641 5.126 0.00
H -4.046 4.866 4.222 0.00
H -4.458 4.927 1.786 0.00
H -2.912 3.761 0.245 0.00
H -0.657 2.563 -2.195 0.00
H 0.185 4.407 -3.633 0.00
H 1.234 6.390 -2.603 0.00
H 1.449 6.550 -0.145 0.00
H 0.603 4.720 1.288 0.00
H 0.867 -0.540 -1.246 0.00
H 1.392 -0.103 -3.611 0.00
H 2.946 1.727 -4.221 0.00
H 3.968 3.122 -2.452 0.00
H 3.455 2.690 -0.086 0.00
H 4.133 -0.487 1.901 0.00
H 6.132 0.356 3.113 0.00
H 6.152 2.665 3.992 0.00
H 4.199 4.138 3.656 0.00
H 2.217 3.303 2.428 0.00
Cl 7.275 -6.311 -1.119 0.09
C 5.994 -5.189 -1.001 0.22
C 5.991 -4.059 -1.824 -0.03
C 4.950 -3.175 -1.737 0.17
Cl 4.904 -1.781 -2.716 0.06
C 3.811 -3.391 -0.834 0.06
O 2.815 -2.672 -0.899 0.26
C 3.936 -4.531 0.073 0.12
C 3.033 -4.753 1.223 0.02
O 2.310 -3.930 1.736 0.09
C 4.977 -5.408 -0.053 0.02
H 6.799 -3.896 -2.522 0.00
H 3.118 -5.759 1.670 0.00
H 5.048 -6.273 0.594 0.00
O -3.555 -6.561 -1.452 0.00
S -3.368 -5.222 -0.988 0.00
O -4.515 -4.500 -0.503 0.00
N -2.168 -5.138 0.132 0.02
C -1.155 -4.469 -0.318 0.00
O -0.077 -4.301 0.371 0.06
C -1.285 -3.954 -1.723 0.00
C -0.365 -3.272 -2.499 0.00
C -0.746 -2.893 -3.780 0.00
C -2.015 -3.193 -4.271 0.00
C -2.928 -3.902 -3.499 0.00
C -2.527 -4.271 -2.231 0.00
H 0.620 -3.034 -2.116 0.00
H -0.046 -2.363 -4.413 0.00
H -2.286 -2.884 -5.272 0.00
H -3.905 -4.164 -3.879 0.00
```

Values from the calculation:
Energy relative to the best compared isomer or geometry (same formula, charge and spin): 0.000 eV
Multiplicity: 3
<S²>: 2.04
Orbital gap (alpha / beta): 7.5 / 5.7 eV
Net charge: +1


[4]
The following is a DFT calculation (wB97M-V/def2-TZVPD) of C29H65AsBrClCsN5O6Si5 as an isolated structure in a non-equilibrium geometry.

The geometry in XYZ format:
```
114
Properties=species:S:1:pos:R:3:lowdin_charge:R:1
Cs 0.300 0.909 -1.361 1.12
O 3.678 -0.159 -2.598 -0.36
Cl 3.725 0.330 -1.241 0.62
O 5.013 0.928 -0.972 -0.35
O 2.685 1.343 -1.079 -0.80
O 3.474 -0.746 -0.321 -0.40
N -1.278 3.801 0.213 0.05
C -1.516 4.773 -0.847 -0.31
C -2.979 5.251 -0.887 -0.15
C -3.986 4.102 -1.093 -0.18
C -4.645 4.025 -2.464 -0.16
N -3.680 3.867 -3.549 0.10
C -3.162 2.705 -3.917 -0.45
N -2.155 2.725 -4.815 0.18
N -3.683 1.534 -3.490 0.19
C -1.100 4.216 -2.216 -0.65
O -1.183 5.024 -3.193 -0.08
O -0.789 3.015 -2.294 -0.33
H -1.485 2.863 -0.141 -0.02
H -1.908 3.957 0.990 0.07
H -0.887 5.657 -0.692 0.14
H -3.077 6.027 -1.655 0.11
H -3.190 5.737 0.070 0.10
H -4.797 4.188 -0.363 0.11
H -3.487 3.148 -0.893 0.04
H -5.191 4.950 -2.668 0.11
H -5.359 3.203 -2.508 0.12
H -3.006 4.645 -3.650 0.12
H -1.606 3.588 -4.738 0.10
H -1.564 1.907 -4.774 0.11
H -3.730 1.423 -2.463 0.01
H -3.216 0.725 -3.874 0.11
C 0.427 1.207 5.397 -0.22
Si 0.264 0.623 3.607 0.26
C -1.170 1.614 2.892 -0.23
C -0.268 -1.177 3.690 -0.22
As 1.920 0.752 1.940 0.84
Si 2.749 2.948 2.221 0.27
C 2.252 3.814 3.821 -0.23
C 4.624 3.004 2.155 -0.22
C 2.126 4.014 0.819 -0.22
Si 3.629 -0.483 3.004 0.28
C 3.756 -0.066 4.846 -0.23
C 5.364 -0.260 2.316 -0.21
C 3.201 -2.293 2.856 -0.21
H -0.565 1.125 5.852 0.02
H 0.752 2.244 5.477 0.00
H 1.120 0.595 5.975 0.00
H -2.020 1.627 3.581 0.03
H -1.504 1.175 1.947 0.02
H -0.875 2.646 2.684 0.00
H -1.332 -1.242 3.938 0.03
H 0.293 -1.734 4.447 0.02
H -0.111 -1.681 2.730 0.01
H 2.630 3.289 4.701 0.01
H 1.166 3.889 3.910 0.01
H 2.663 4.829 3.822 0.02
H 5.078 2.619 3.070 0.02
H 4.950 4.039 2.014 0.03
H 4.993 2.412 1.314 0.02
H 1.034 4.006 0.753 0.00
H 2.517 3.632 -0.128 0.02
H 2.467 5.048 0.943 0.03
H 3.742 1.014 5.018 0.01
H 4.690 -0.465 5.255 0.02
H 2.926 -0.505 5.403 0.01
H 5.928 0.495 2.866 0.01
H 5.357 0.016 1.261 0.00
H 5.884 -1.218 2.406 0.03
H 2.193 -2.520 3.208 0.01
H 3.919 -2.901 3.416 0.03
H 3.229 -2.592 1.805 0.01
C 1.667 -5.763 1.435 -0.24
Si 1.421 -4.560 -0.048 0.29
C 3.191 -4.320 -0.702 -0.18
C 0.506 -5.703 -1.276 -0.21
C 0.605 -3.014 0.204 -0.26
H 2.145 -6.709 1.143 0.00
H 0.701 -5.998 1.896 0.00
H 2.290 -5.289 2.202 -0.01
H 3.220 -4.425 -1.789 -0.01
H 3.901 -5.040 -0.279 0.01
H 3.537 -3.309 -0.469 0.00
H 1.022 -6.658 -1.437 0.01
H 0.392 -5.200 -2.241 -0.01
H -0.500 -5.927 -0.901 0.01
H 1.191 -2.126 0.440 -0.10
H -0.449 -2.951 0.482 -0.09
Br 2.463 -6.375 -5.349 0.70
C 1.677 -4.713 -4.883 -0.70
C 0.340 -4.492 -5.154 -0.13
C -0.179 -3.255 -4.799 -0.16
N 0.528 -2.291 -4.220 0.08
C 1.805 -2.542 -3.943 -0.10
C 2.433 -3.741 -4.268 -0.11
H -0.277 -5.250 -5.614 0.09
H -1.226 -3.038 -4.986 0.10
H 2.359 -1.761 -3.435 0.09
H 3.473 -3.901 -4.024 0.10
C -3.911 -2.843 0.034 -0.18
Si -4.784 -1.406 -0.781 0.37
C -5.257 -1.933 -2.530 -0.20
C -6.392 -1.104 0.154 -0.21
C -3.771 0.079 -0.827 -0.29
C -2.960 1.016 -0.787 -0.18
H -4.512 -3.755 -0.032 0.02
H -3.722 -2.630 1.089 0.03
H -2.941 -3.030 -0.434 0.03
H -5.948 -2.781 -2.514 0.02
H -4.364 -2.236 -3.084 0.02
H -5.735 -1.116 -3.077 0.02
H -7.055 -1.972 0.094 0.02
H -6.925 -0.236 -0.243 0.02
H -6.178 -0.908 1.207 0.02
```

Values from the calculation:
Energy relative to the best compared isomer or geometry (same formula, charge and spin): 1.818 eV
Multiplicity: 1
Orbital gap: 3.7 eV
Net charge: -2


[5]
The following is a DFT calculation (wB97M-V/def2-TZVPD) of a single C18H25F3N4O4 molecule.

The geometry in XYZ format:
```
54
Properties=species:S:1:pos:R:3:nbo_charge:R:1
C 5.167 -0.282 5.933 -0.60
C 4.330 0.862 5.380 -0.38
C 2.833 0.606 5.547 -0.43
C 2.010 1.717 5.008 0.17
N 1.611 2.785 5.790 -0.46
C 0.940 3.548 4.998 0.35
O 0.849 3.099 3.742 -0.40
C 1.541 1.913 3.750 0.09
C 1.649 1.116 2.525 0.65
O 2.305 0.078 2.522 -0.65
N 1.005 1.623 1.446 -0.59
C 0.864 0.963 0.176 0.07
C -0.190 -0.107 0.075 -0.20
N 0.136 -1.326 0.841 -0.71
C -0.910 -1.828 1.641 0.73
O -1.608 -2.749 1.317 -0.53
C -1.071 -1.262 3.075 -0.17
N -2.410 -0.721 3.227 -0.57
C -2.689 0.559 2.948 0.58
O -1.886 1.406 2.617 -0.61
C -4.174 0.950 3.083 0.91
F -4.947 -0.088 3.457 -0.33
F -4.317 1.915 3.994 -0.30
F -4.636 1.402 1.915 -0.30
C -0.818 -2.357 4.106 -0.20
C -0.912 -1.797 5.523 -0.61
C 0.533 -3.022 3.867 -0.62
C 1.157 1.804 -1.021 -0.41
C 2.135 0.751 -0.595 -0.40
H 6.232 -0.088 5.802 0.21
H 4.982 -0.427 6.999 0.20
H 4.933 -1.219 5.422 0.20
H 4.597 1.796 5.881 0.20
H 4.549 1.000 4.318 0.21
H 2.574 -0.324 5.039 0.23
H 2.594 0.474 6.605 0.22
H 0.452 4.482 5.216 0.20
H 0.342 2.361 1.639 0.42
H -1.144 0.327 0.398 0.20
H -0.319 -0.370 -0.978 0.20
H 0.949 -1.123 1.423 0.41
H -0.367 -0.451 3.240 0.23
H -3.161 -1.371 3.400 0.43
H -1.593 -3.122 3.980 0.21
H -0.185 -0.995 5.673 0.21
H -1.902 -1.392 5.738 0.21
H -0.708 -2.578 6.257 0.22
H 1.342 -2.288 3.865 0.22
H 0.736 -3.751 4.652 0.22
H 0.560 -3.553 2.913 0.22
H 0.564 1.644 -1.911 0.22
H 1.418 2.840 -0.856 0.23
H 3.062 1.055 -0.133 0.23
H 2.221 -0.154 -1.180 0.23
```

Values from the calculation:
Energy relative to the best compared isomer or geometry (same formula, charge and spin): 0.905 eV
Multiplicity: 1
Orbital gap: 10.0 eV
Net charge: 0


[6]
The following is a DFT calculation (wB97M-V/def2-TZVPD) of C5H8O2 as an isolated structure in a non-equilibrium geometry.

The geometry in XYZ format:
```
15
Properties=species:S:1:pos:R:3:nbo_charge:R:1
O 2.546 0.552 0.630 -0.72
C 1.687 -0.413 0.018 -0.10
C 0.230 -0.177 0.407 -0.24
C -0.593 0.744 -0.397 -0.51
C -2.019 0.484 -0.092 -0.41
C -1.457 -1.382 0.036 0.60
O -1.683 -2.426 -0.453 -0.52
H 3.460 0.260 0.493 0.47
H 1.974 -1.422 0.338 0.17
H 1.792 -0.364 -1.078 0.16
H 0.106 -0.088 1.487 0.21
H -0.719 1.793 -0.077 0.26
H -0.341 0.702 -1.465 0.22
H -2.714 0.992 -0.792 0.22
H -2.268 0.744 0.946 0.20
```

Values from the calculation:
Energy relative to the best compared isomer or geometry (same formula, charge and spin): 4.177 eV
Multiplicity: 1
Orbital gap: 9.0 eV
Net charge: 0


[7]
The following is a DFT calculation (wB97M-V/def2-TZVPD) of H5NS3Si as an isolated structure in a non-equilibrium geometry.

The geometry in XYZ format:
```
10
Properties=species:S:1:pos:R:3:nbo_charge:R:1
N -1.201 0.343 -0.906 -1.12
Si 0.706 -0.020 0.285 1.14
S 1.476 1.989 0.107 -0.43
S 1.429 -1.688 -0.948 -0.42
S 0.628 -0.322 2.431 -0.39
H -1.478 -0.569 -0.684 0.32
H -1.956 0.809 -0.470 0.35
H 0.408 2.498 -0.537 0.19
H 0.238 -1.700 -1.707 0.20
H -0.251 -1.338 2.429 0.16
```

Values from the calculation:
Energy relative to the best compared isomer or geometry (same formula, charge and spin): 1.835 eV
Multiplicity: 1
Orbital gap: 9.6 eV
Net charge: 0


[8]
The following is a DFT calculation (wB97M-V/def2-TZVPD) of a single C7H10NPS2 molecule in a non-equilibrium geometry.

The geometry in XYZ format:
```
21
Properties=species:S:1:pos:R:3:nbo_charge:R:1
C 0.360 -1.476 -4.249 -0.22
C 0.135 -1.505 -3.083 -0.03
C 1.368 -1.724 -0.950 -0.32
C 1.549 -1.450 0.308 -0.17
C 0.013 -1.877 -1.632 -0.37
C -1.149 1.860 2.605 -0.45
C 0.282 1.925 0.604 -0.42
N -0.718 1.179 1.371 -0.79
P -0.927 -0.480 1.093 1.06
S -2.424 -1.143 2.248 -0.49
S -1.246 -0.543 -1.075 -0.05
H 0.674 -1.359 -5.270 0.24
H 2.215 -2.006 -1.573 0.24
H 2.338 -1.229 1.020 0.22
H -0.489 -2.816 -1.697 0.26
H -1.837 1.191 3.268 0.25
H -0.279 2.227 3.217 0.19
H -1.610 2.917 2.591 0.21
H 1.207 2.100 1.075 0.19
H 0.612 1.239 -0.321 0.23
H -0.073 2.969 0.449 0.21
```

Values from the calculation:
Energy relative to the best compared isomer or geometry (same formula, charge and spin): 5.754 eV
Multiplicity: 1
Orbital gap (alpha / beta): 7.2 / 7.2 eV
Net charge: 0